Formula: C21H48ClNO2P3Pt
Source: the Open Molecules 2025 dataset
Level of theory: ωB97M-V/def2-TZVPD

Calculated values
E_HOMO (alpha / beta)	-0.6445 / -0.6444	Ha
orbital gap (alpha / beta)	0.318 / 0.159	hartree
multiplicity	5
net charge	+3
strongest force on any atom	6.53	eV Å⁻¹

Atoms and positions in Å:
1 C 0.750 -0.308 -8.320
2 C 0.601 0.071 -6.877
3 H 1.815 -0.335 -8.565
4 H 0.259 0.439 -8.962
5 H 0.318 -1.303 -8.492
6 O 1.491 0.362 -6.105
7 Cl -1.098 0.038 -6.353
8 Pt 0.441 -0.099 -1.353
9 P 0.148 2.035 -2.138
10 C 1.426 3.137 -1.446
11 C 0.218 2.415 -3.904
12 H 0.069 3.494 -4.063
13 H -1.475 3.828 -1.915
14 H -0.557 1.852 -4.428
15 H -2.258 2.237 -2.126
16 H 2.405 2.854 -1.852
17 H 1.176 2.097 -4.325
18 C -1.442 2.769 -1.624
19 H 1.207 4.175 -1.728
20 H -1.591 2.703 -0.540
21 H 1.452 3.065 -0.353
22 P 0.336 -2.368 -1.816
23 C 1.723 -3.223 -0.991
24 C -1.202 -3.111 -1.178
25 H -0.351 -2.551 -4.121
26 H 0.363 -4.082 -3.520
27 H 1.419 -2.699 -3.943
28 C 0.451 -2.985 -3.517
29 H -2.034 -2.759 -1.799
30 H -1.156 -4.208 -1.231
31 H 1.581 -4.311 -1.044
32 H 1.802 -2.923 0.059
33 H -1.404 -2.808 -0.146
34 H 2.660 -2.959 -1.498
35 C 2.339 -0.079 -1.412
36 O 3.493 -0.147 -1.389
37 C 1.231 1.018 4.339
38 C 1.367 0.574 2.871
39 C 2.005 1.711 2.053
40 C 2.352 -0.602 2.720
41 P -0.282 0.082 2.165
42 N -0.099 -0.155 0.552
43 C -0.872 -1.545 2.848
44 C -0.849 -1.574 4.390
45 C -2.279 -1.823 2.296
46 C 0.003 -2.677 2.302
47 C -1.612 1.382 2.407
48 C -1.000 2.751 2.076
49 C -2.720 1.140 1.372
50 C -2.199 1.365 3.838
51 H 2.253 1.202 4.699
52 H 0.790 0.238 4.971
53 H 0.656 1.949 4.444
54 H 3.011 1.910 2.461
55 H 2.100 1.399 0.999
56 H 1.440 2.645 2.097
57 H 2.171 -1.412 3.437
58 H 2.317 -0.978 1.683
59 H 3.373 -0.218 2.877
60 H 0.173 -1.599 4.794
61 H -1.391 -0.732 4.833
62 H -1.365 -2.498 4.685
63 H -2.300 -1.632 1.213
64 H -2.516 -2.889 2.456
65 H -3.045 -1.225 2.797
66 H 0.034 -2.607 1.202
67 H 1.021 -2.653 2.696
68 H -0.438 -3.647 2.594
69 H -0.453 2.703 1.120
70 H -1.813 3.480 1.939
71 H -0.364 3.122 2.889
72 H -3.371 0.310 1.648
73 H -3.353 2.037 1.304
74 H -2.267 0.947 0.388
75 H -2.821 0.479 4.034
76 H -1.424 1.453 4.612
77 H -2.838 2.256 3.909

Atomic partial charges in e from the Mulliken method, atoms 1 to 4:
1 C -1.030
2 C 0.760
3 H 0.311
4 H 0.332



Formula: C21H48HgN2O9S2
Source: the Open Molecules 2025 dataset
Level of theory: ωB97M-V/def2-TZVPD

Calculated values
E_HOMO	-0.2752	Ha
orbital gap	0.098	hartree
net charge	0
strongest force on any atom	3.36	eV Å⁻¹

Atoms and positions in Å:
1 Hg 0.788 -0.498 -0.673
2 C -1.216 -5.055 -3.492
3 C -0.806 -3.713 -2.908
4 O 0.264 -3.143 -3.230
5 O -1.480 -3.151 -2.036
6 H -0.576 -5.449 -4.281
7 H -2.182 -4.957 -3.986
8 H -1.268 -5.853 -2.751
9 C 5.180 3.107 -3.286
10 C 4.550 1.673 -3.610
11 C 5.731 0.720 -3.919
12 O 3.727 1.190 -2.573
13 H 5.816 3.079 -2.402
14 H 4.348 3.768 -3.042
15 H 5.800 3.456 -4.112
16 H 3.912 1.738 -4.492
17 H 6.238 1.145 -4.785
18 H 5.335 -0.260 -4.186
19 H 6.363 0.535 -3.050
20 C 2.820 -3.250 3.686
21 C 2.988 -3.896 2.385
22 C 1.918 -4.968 1.949
23 O 1.920 -5.994 2.928
24 C 0.959 -7.007 2.622
25 N 2.975 -2.807 1.404
26 H 3.705 -2.855 4.185
27 H 2.608 -4.117 4.312
28 H 1.957 -2.597 3.814
29 H 4.027 -4.223 2.328
30 H 2.205 -5.428 1.003
31 H 0.914 -4.570 1.804
32 H -0.025 -6.670 2.296
33 H 0.770 -7.578 3.531
34 H 1.348 -7.656 1.837
35 H 3.539 -2.082 1.823
36 H 3.523 -3.115 0.613
37 C -0.296 4.471 1.583
38 C 1.119 4.110 1.073
39 C 2.251 4.990 1.552
40 O 2.000 6.349 1.283
41 C 2.208 6.767 -0.037
42 N 1.401 2.727 1.422
43 H -0.638 5.309 0.976
44 H -0.250 4.536 2.670
45 H -0.948 3.615 1.404
46 H 1.087 4.197 -0.013
47 H 3.193 4.701 1.086
48 H 2.323 4.903 2.636
49 H 1.901 7.811 -0.088
50 H 1.554 6.292 -0.769
51 H 3.244 6.732 -0.372
52 H 2.405 2.694 1.320
53 H 1.464 2.609 2.423
54 C -4.782 -3.218 3.946
55 C -3.551 -3.530 4.771
56 C -2.817 -2.197 4.968
57 S -3.048 -1.184 3.327
58 O -1.888 -1.302 2.437
59 O -3.640 0.082 3.662
60 C -4.343 -2.319 2.729
61 H -5.436 -2.627 4.588
62 H -5.258 -4.159 3.672
63 H -2.798 -4.172 4.316
64 H -3.820 -3.988 5.723
65 H -1.766 -2.270 5.245
66 H -3.240 -1.600 5.776
67 H -3.790 -3.032 2.116
68 H -5.002 -1.750 2.074
69 C -4.474 2.963 -4.962
70 C -3.667 4.152 -4.458
71 C -3.584 3.990 -2.908
72 S -3.335 2.227 -2.575
73 O -4.239 1.801 -1.477
74 O -1.917 1.880 -2.490
75 C -4.014 1.708 -4.268
76 H -4.507 2.831 -6.044
77 H -5.509 3.100 -4.651
78 H -4.111 5.094 -4.778
79 H -2.642 4.137 -4.829
80 H -4.538 4.314 -2.493
81 H -2.857 4.593 -2.364
82 H -4.842 1.023 -4.086
83 H -3.280 1.122 -4.820

Atomic partial charges in e from the Mulliken method, atoms 1 to 4:
1 Hg 0.553
2 C -0.923
3 C 0.756
4 O -0.578



Q: Look up the strongest force on any atom of the first one.
A: 6.53 eV Å⁻¹



Q: Number 1 is which compound?
A: C21H48ClNO2P3Pt



What did the second record say?
Formula: C21H48HgN2O9S2
Source: the Open Molecules 2025 dataset
Level of theory: ωB97M-V/def2-TZVPD

Calculated values
E_HOMO	-0.2752	Ha
orbital gap	0.098	hartree
net charge	0
strongest force on any atom	3.36	eV Å⁻¹

Atoms and positions in Å:
1 Hg 0.788 -0.498 -0.673
2 C -1.216 -5.055 -3.492
3 C -0.806 -3.713 -2.908
4 O 0.264 -3.143 -3.230
5 O -1.480 -3.151 -2.036
6 H -0.576 -5.449 -4.281
7 H -2.182 -4.957 -3.986
8 H -1.268 -5.853 -2.751
9 C 5.180 3.107 -3.286
10 C 4.550 1.673 -3.610
11 C 5.731 0.720 -3.919
12 O 3.727 1.190 -2.573
13 H 5.816 3.079 -2.402
14 H 4.348 3.768 -3.042
15 H 5.800 3.456 -4.112
16 H 3.912 1.738 -4.492
17 H 6.238 1.145 -4.785
18 H 5.335 -0.260 -4.186
19 H 6.363 0.535 -3.050
20 C 2.820 -3.250 3.686
21 C 2.988 -3.896 2.385
22 C 1.918 -4.968 1.949
23 O 1.920 -5.994 2.928
24 C 0.959 -7.007 2.622
25 N 2.975 -2.807 1.404
26 H 3.705 -2.855 4.185
27 H 2.608 -4.117 4.312
28 H 1.957 -2.597 3.814
29 H 4.027 -4.223 2.328
30 H 2.205 -5.428 1.003
31 H 0.914 -4.570 1.804
32 H -0.025 -6.670 2.296
33 H 0.770 -7.578 3.531
34 H 1.348 -7.656 1.837
35 H 3.539 -2.082 1.823
36 H 3.523 -3.115 0.613
37 C -0.296 4.471 1.583
38 C 1.119 4.110 1.073
39 C 2.251 4.990 1.552
40 O 2.000 6.349 1.283
41 C 2.208 6.767 -0.037
42 N 1.401 2.727 1.422
43 H -0.638 5.309 0.976
44 H -0.250 4.536 2.670
45 H -0.948 3.615 1.404
46 H 1.087 4.197 -0.013
47 H 3.193 4.701 1.086
48 H 2.323 4.903 2.636
49 H 1.901 7.811 -0.088
50 H 1.554 6.292 -0.769
51 H 3.244 6.732 -0.372
52 H 2.405 2.694 1.320
53 H 1.464 2.609 2.423
54 C -4.782 -3.218 3.946
55 C -3.551 -3.530 4.771
56 C -2.817 -2.197 4.968
57 S -3.048 -1.184 3.327
58 O -1.888 -1.302 2.437
59 O -3.640 0.082 3.662
60 C -4.343 -2.319 2.729
61 H -5.436 -2.627 4.588
62 H -5.258 -4.159 3.672
63 H -2.798 -4.172 4.316
64 H -3.820 -3.988 5.723
65 H -1.766 -2.270 5.245
66 H -3.240 -1.600 5.776
67 H -3.790 -3.032 2.116
68 H -5.002 -1.750 2.074
69 C -4.474 2.963 -4.962
70 C -3.667 4.152 -4.458
71 C -3.584 3.990 -2.908
72 S -3.335 2.227 -2.575
73 O -4.239 1.801 -1.477
74 O -1.917 1.880 -2.490
75 C -4.014 1.708 -4.268
76 H -4.507 2.831 -6.044
77 H -5.509 3.100 -4.651
78 H -4.111 5.094 -4.778
79 H -2.642 4.137 -4.829
80 H -4.538 4.314 -2.493
81 H -2.857 4.593 -2.364
82 H -4.842 1.023 -4.086
83 H -3.280 1.122 -4.820

Atomic partial charges in e from the Mulliken method, atoms 1 to 4:
1 Hg 0.553
2 C -0.923
3 C 0.756
4 O -0.578